The following is a quantum chemistry calculation of the molecule C4H10N4, from OMol25.

Results
- Energy relative to the best compared isomer or geometry (same formula, charge and spin): 36.86 kcal per mole
- Gap between HOMO and LUMO: 8.331 eV
- Electronic energy: -10269.2525 eV

```
18
Properties=species:S:1:pos:R:3:forces:R:3
C -0.7416 -1.7648 0.2659 0.025 0.220 0.229
C 0.9520 0.1151 0.1382 -1.168 0.929 -2.196
C -0.4832 -0.2912 0.1585 -0.340 0.084 1.212
N 2.7217 0.2372 -1.3388 0.033 -0.117 0.499
N 1.3919 1.1843 0.9104 0.182 -0.392 -0.162
N -2.7880 0.4493 0.3906 -0.414 -0.016 -0.331
C -1.4365 0.6494 0.1333 0.529 -0.187 0.384
N 1.4640 -0.2617 -0.9739 1.097 -0.287 0.139
H 2.8603 -0.0119 -2.3060 0.072 0.117 0.008
H 2.8077 1.2447 -1.2186 -0.156 -0.003 -0.107
H 0.8989 1.3082 1.7796 0.176 -0.052 0.069
H 2.3965 1.2788 0.9502 -0.029 0.033 0.253
H -3.4108 1.1104 -0.0612 0.164 -0.282 0.069
H -3.0961 -0.5073 0.2816 -0.090 0.136 0.016
H -1.1617 1.6858 -0.0003 0.069 0.142 0.096
H -0.6665 -2.0907 1.3073 -0.037 -0.114 -0.011
H 0.0132 -2.2906 -0.3089 0.038 -0.136 -0.094
H -1.7218 -2.0451 -0.1078 -0.151 -0.078 -0.073
```
Positions in Å, forces in eV/Å.

=====

The following is a quantum chemistry calculation of the molecule C4H10N4, from OMol25.

Results
- Energy relative to the best compared isomer or geometry (same formula, charge and spin): 77.08 kcal per mole
- Gap between HOMO and LUMO: 8.277 eV
- Electronic energy: -10267.5085 eV

```
18
Properties=species:S:1:pos:R:3:forces:R:3
C 0.4790 -1.4650 -1.1840 -0.062 0.040 -0.048
C -0.5571 -1.0051 1.0835 0.060 0.057 -0.044
C 0.9031 0.7705 -0.0210 -0.344 0.563 -0.081
C 0.1201 -0.4455 -0.1387 -0.786 0.509 0.034
N -2.1663 1.3766 0.2866 -0.015 -0.156 0.240
N 2.2573 0.9005 -0.2277 0.051 -0.043 0.019
N 0.0570 1.7754 0.0347 0.380 -0.408 0.121
N -1.0576 1.1195 -0.4631 0.614 -0.705 -0.150
H -2.0150 1.9849 1.0866 0.036 -0.055 -0.185
H -2.9713 1.5983 -0.2834 0.134 -0.004 0.062
H 2.8621 0.2478 0.2453 -0.046 0.077 0.017
H 2.6026 1.8476 -0.2551 -0.031 -0.052 0.030
H 1.1659 -2.2261 -0.7916 -0.042 0.083 0.023
H -0.4226 -1.9924 -1.5054 0.032 0.030 0.010
H -1.5204 -1.4510 0.8173 0.030 0.022 -0.044
H -0.7400 -0.2412 1.8366 0.034 0.009 -0.016
H 0.0583 -1.7943 1.5317 -0.024 0.046 0.003
H 0.9450 -1.0007 -2.0525 -0.021 -0.015 0.008
```
Positions in Å, forces in eV/Å.

=====

The following is a quantum chemistry calculation of a cluster of 2 separate species, C4H10N4 in total, from OMol25.

Results
- Energy relative to the best compared isomer or geometry (same formula, charge and spin): 111.96 kcal per mole
- Gap between HOMO and LUMO (alpha / beta): 7.741 / 7.740 eV
- Electronic energy: -10265.9958 eV

```
18
Properties=species:S:1:pos:R:3:forces:R:3
C 1.2732 1.6175 -0.1776 0.422 -0.482 -0.066
N 0.9361 -0.8878 -1.7309 -0.197 0.029 0.124
C 0.9076 -0.7979 -0.3555 0.051 0.106 -0.146
C 1.3439 0.3248 0.3433 -0.651 0.384 0.029
H 0.3582 -1.6086 -2.1348 0.012 0.016 0.067
H 0.8901 -0.0248 -2.2503 0.047 0.022 0.091
H 0.8705 -1.7538 0.1520 -0.127 0.052 -0.003
H 1.3815 0.2110 1.4189 0.053 -0.015 0.008
H -0.3228 1.6415 -0.2584 -0.385 -0.204 0.066
H 1.5092 1.7932 -1.2246 -0.184 -0.006 -0.012
H 1.5450 2.4492 0.4626 -0.143 -0.019 0.031
C -1.7029 -1.2376 1.9349 0.212 0.136 -0.233
N -1.2523 -0.1823 0.0098 0.412 -0.259 -0.475
N -1.4467 -0.1194 1.3850 -0.033 0.051 0.475
N -1.3228 1.0482 -0.4746 0.543 0.073 0.066
H -1.3451 0.9563 -1.4911 -0.011 -0.022 0.085
H -1.8857 -1.2466 3.0026 0.032 0.040 -0.003
H -1.7370 -2.1829 1.3888 -0.053 0.097 -0.104
```
Positions in Å, forces in eV/Å.

=====

The following is a quantum chemistry calculation of the molecule C4H10N4, from OMol25.

Results
- Energy relative to the best compared isomer or geometry (same formula, charge and spin): 78.79 kcal per mole
- Gap between HOMO and LUMO: 7.925 eV
- Electronic energy: -10267.4341 eV

```
18
Properties=species:S:1:pos:R:3:forces:R:3
C -1.6402 -0.5376 1.3538 0.316 -0.989 0.381
N -0.4259 -0.0336 0.7538 3.477 -0.712 -1.859
C -0.2825 -0.1099 -0.6504 -1.235 2.814 -2.605
N -1.0064 -1.1037 -1.3378 -0.089 -0.486 0.281
N 0.8455 2.0227 -0.6650 0.541 0.658 0.480
C 0.2939 0.9315 -1.3171 -0.713 -1.616 0.772
C 1.9984 -0.4361 0.9692 -0.571 -0.118 -1.049
N 0.7982 -0.8197 1.0877 -1.518 0.117 4.102
H -0.8712 -1.0604 -2.3367 0.015 -0.020 0.011
H -0.8137 -2.0375 -0.9975 0.088 -0.086 -0.099
H 0.8254 2.8957 -1.1694 -0.160 -0.061 0.131
H 0.5664 2.0928 0.3106 -0.052 0.114 -0.338
H 0.4206 0.9054 -2.3896 0.024 -0.103 -0.066
H -2.5034 -0.0250 0.9235 0.306 0.171 0.126
H -1.5467 -0.3838 2.4289 -0.256 0.199 -0.068
H -1.7943 -1.6119 1.2107 0.043 -0.006 -0.120
H 2.4100 0.2325 0.2210 -0.318 0.805 0.122
H 2.7259 -0.9215 1.6042 0.101 -0.681 -0.202
```
Positions in Å, forces in eV/Å.

=====

The following is a quantum chemistry calculation of the molecule C4H10N4O, from OMol25.

Results
- Energy relative to the best compared isomer or geometry (same formula, charge and spin): 108.91 kcal per mole
- Gap between HOMO and LUMO: 9.073 eV
- Electronic energy: -12313.8124 eV

```
19
Properties=species:S:1:pos:R:3:forces:R:3
C -0.2521 -1.4572 -1.3958 -0.098 -0.053 -0.005
C 0.6602 1.7011 -1.0331 0.067 -0.199 0.063
N 1.6695 -0.1319 0.5329 -0.460 -0.893 0.139
N -0.8879 -1.0050 0.9293 -0.866 0.169 -1.891
C 0.7378 0.4934 1.3276 1.363 2.329 -1.588
C 0.4899 0.4913 -0.1608 0.069 0.939 1.466
N -1.9843 -0.4537 1.5979 0.058 0.244 -0.008
N -0.5694 -0.3950 -0.4570 -0.251 -1.858 3.062
O 0.6780 1.1240 2.3533 -0.375 -0.759 0.119
H 2.6302 0.1606 0.4455 0.088 0.173 0.075
H -0.3073 -1.6173 1.5024 0.011 0.211 -0.981
H -2.6683 -0.1615 0.9059 0.000 -0.363 0.068
H -1.7240 0.3909 2.1125 0.237 0.019 -0.184
H 0.6635 -1.9999 -1.1413 0.028 0.041 0.086
H -1.0871 -2.1537 -1.3989 0.031 0.017 -0.224
H -0.1213 -0.9933 -2.3744 -0.081 -0.109 -0.077
H 1.2166 1.4525 -1.9382 0.118 0.084 -0.027
H -0.3180 2.0714 -1.3336 -0.024 0.006 0.057
H 1.1740 2.4832 -0.4742 0.086 0.001 -0.149
```
Positions in Å, forces in eV/Å.

=====

The following is a quantum chemistry calculation of a cluster of 2 separate species, C4H10N4O in total, from OMol25.

Results
- Energy relative to the best compared isomer or geometry (same formula, charge and spin): 75.96 kcal per mole
- Gap between HOMO and LUMO (alpha / beta): 7.771 / 8.119 eV
- Total charge: +2
- Electronic energy: -12297.2315 eV

```
19
Properties=species:S:1:pos:R:3:forces:R:3
C -0.7034 -0.3939 -0.0994 5.144 -1.803 1.333
C 2.3600 -0.0493 -0.0907 -1.807 3.247 -3.095
C -2.8323 -0.2677 -0.2431 -2.208 0.290 0.722
C -2.2877 0.9184 0.5687 -1.136 1.453 -0.140
N -1.6697 -1.1205 -0.4682 -0.096 -1.658 -0.459
N 3.1390 0.0373 0.9110 0.677 -2.358 3.172
N 2.2321 0.8427 -1.0922 1.814 1.703 1.068
N 1.4841 -1.0303 -0.2203 -4.584 -1.688 -0.636
O -0.8465 0.6402 0.5867 1.196 0.308 -0.345
H -3.6471 -0.7217 0.3341 0.443 -0.486 -0.273
H -3.2265 0.0099 -1.1882 -0.380 0.364 -0.877
H -2.3379 1.9284 0.0537 -0.409 -1.297 0.846
H -2.6935 0.8996 1.6072 0.704 0.377 -0.763
H -1.6901 -2.1361 -0.7520 0.276 1.573 0.065
H 3.9672 0.5927 0.9817 0.470 0.308 0.031
H 2.9356 -0.7258 1.6198 1.081 1.672 -0.778
H 2.7610 1.7699 -1.1386 -1.133 -1.933 0.083
H 1.5098 0.6375 -1.7566 0.223 0.082 -0.480
H 1.5459 -1.8313 0.3862 -0.276 -0.152 0.527
```
Positions in Å, forces in eV/Å.

=====

Look up the electronic energy of the sixth one. -12297.2315 eV

=====

electronic energy of number 5 (C4H10N4O)? -12313.8124 eV

=====

Which value of electronic energy does entry 6 give? -12297.2315 eV

=====

Which of these has the highest energy relative to the best compared isomer or geometry (same formula, charge and spin)? number 3